No. 1
# H2O5P2

A molecular structure, H2O5P2 at a distorted geometry (ωB97M-V with the def2-TZVPD basis set, the OMol25 dataset).

Last column: natural (NBO) charge in e.
CARTESIAN COORDINATES (ANGSTROEM)
O -0.35638 -0.60972 2.22761  -1.227
O -1.90338 1.43370 1.93635  -1.195
O -1.45436 -0.33065 -0.04234  -1.031
O 1.54300 -0.23510 -0.64525  -1.099
O 0.21757 2.12863 -0.94648  -1.199
P 0.87947 1.49702 0.22719  0.874
P -0.90009 0.48425 1.36828  1.950
H 1.08668 -0.70968 0.12818  0.457
H -0.81929 0.25173 -0.45064  0.470

Atomic forces in eV per Å
O 0.4350 -0.4645 0.8037
O -0.2517 0.3440 -0.1154
O -0.5390 0.7290 1.7829
O -1.7647 0.9245 3.0976
O -0.8277 1.0166 -1.3791
P 1.5077 -1.5726 0.5173
P 0.1500 -1.1027 -0.3442
H 1.0789 0.1139 -1.6486
H 0.2116 0.0117 -2.7142

## Properties
M, g/mol: 144.0
Gap between HOMO and LUMO, eV: 6.41
HOMO energy, hartree: 0.0319
Relative energy (zero: lowest compared OMol25 entry of this formula, charge and spin), kJ/mol: 307.8
Lowest unoccupied orbital energy, eV: 7.3
Charge: -2

=====

No. 2
# C2H4F3O4STl

A molecular structure, C2H4F3O4STl at a distorted geometry (ωB97M-V with the def2-TZVPD basis set, the OMol25 dataset).

Last column: natural (NBO) charge in e.
CARTESIAN COORDINATES (ANGSTROEM)
Tl 1.17989 -0.35736 3.43366  1.023
C -1.82604 0.53601 -1.13482  0.889
F -2.62527 -0.56380 -0.93521  -0.169
F -0.65035 0.24265 -1.68923  -0.227
F -2.55133 1.42389 -1.85173  -0.164
S -1.46992 1.29318 0.62554  2.107
O -0.76513 0.24905 1.46331  -0.721
O -0.56441 2.37755 0.38228  -0.443
O -2.77736 1.65807 1.22158  -0.286
C 2.00929 -1.47832 -0.36349  -0.324
O 1.97394 -0.43509 0.56955  -0.203
H 1.04010 -1.61291 -0.84376  0.351
H 2.82772 -1.27643 -1.05451  0.344
H 2.21455 -2.43539 0.11608  0.290
H 1.98431 0.37892 0.06075  0.533

Atomic forces in eV per Å
Tl 0.1804 -0.1574 1.3029
C -3.4039 -1.7684 -5.3504
F 2.5716 2.5820 0.5387
F -1.5840 0.5079 1.3525
F 2.1969 -1.4104 2.1653
S 1.8078 -1.7873 4.0956
O -2.4877 1.5013 -2.0010
O 0.3182 1.2710 -1.3781
O -0.3374 -0.4175 0.1158
C 1.5840 -0.9803 1.9609
O -0.1672 -1.7359 -0.6764
H -0.7661 0.3482 -0.9718
H -0.0171 0.5262 -1.1968
H -0.2088 0.0541 0.5408
H 0.3133 1.4665 -0.4980

## Properties
M, g/mol: 385.5
Gap between HOMO and LUMO (alpha / beta), eV: 5.35 / 6.21
HOMO energy (alpha / beta), hartree: -0.9074 / -0.9059
Lowest unoccupied orbital energy (alpha / beta), eV: -19.3 / -18.4
Charge: +3
Spin multiplicity: 2

=====

No. 3
# C24H40CdN6Si3

A molecular structure, C24H40CdN6Si3 at a distorted geometry (ωB97M-V with the def2-TZVPD basis set, the OMol25 dataset).

Last column: Löwdin charge in e.
CARTESIAN COORDINATES (ANGSTROEM)
Cd -0.12507 -0.15803 0.56512  1.264
C 1.17610 -0.25547 -3.13154  -0.149
Si 1.56089 1.24093 -2.02246  0.416
C 0.26925 2.51544 -2.08367  -0.176
C 3.07593 2.17453 -2.69854  -0.184
C 1.84030 0.60324 -0.24776  -0.490
C 2.09704 1.75063 0.64276  -0.400
C 3.12801 2.69654 0.63476  -0.063
C 3.19488 3.72959 1.56173  -0.057
C 2.11457 3.87687 2.41785  -0.084
C 1.03347 3.01746 2.36280  -0.185
N 1.00754 1.99485 1.55499  0.041
Si 3.06222 -0.70736 0.23833  0.398
C 3.06974 -0.98613 2.11971  -0.192
C 2.90262 -2.34008 -0.57896  -0.195
C 4.95217 -0.20035 -0.04562  -0.187
H 1.25657 0.03319 -4.17426  0.033
H 0.16591 -0.46120 -2.85806  0.004
H 1.72071 -1.11500 -2.97546  -0.028
H 0.05622 2.74722 -3.14040  0.051
H 0.80826 3.31749 -1.65792  0.014
H -0.65699 2.28841 -1.53500  0.027
H 2.70208 2.44191 -3.70481  0.026
H 4.04201 1.66965 -2.95339  0.040
H 3.39198 3.10743 -2.26660  0.009
H 4.06606 2.56623 0.09206  0.098
H 4.03632 4.40643 1.63042  0.108
H 2.08230 4.68426 3.10444  0.085
H 0.15161 3.23396 2.94230  0.101
H 3.82595 -0.20796 2.45329  0.048
H 3.49429 -1.94517 2.38240  0.023
H 2.15666 -0.73189 2.67118  -0.004
H 1.86679 -2.79156 -0.33792  0.032
H 3.64146 -3.04631 -0.19331  0.035
H 3.04478 -2.24644 -1.66314  0.022
H 5.22963 0.78637 0.32420  -0.009
H 5.34540 -0.17699 -1.11486  0.036
H 5.66144 -0.90064 0.47967  0.032
C -3.84120 2.00330 -2.88130  -0.185
Si -4.50631 0.58303 -1.81030  0.420
C -5.94475 1.07829 -0.68561  -0.177
C -4.92909 -0.91134 -2.92767  -0.182
C -3.11825 0.02714 -0.86658  -0.314
C -2.07547 -0.21161 -0.31197  -0.260
H -4.66099 2.11692 -3.59011  0.011
H -3.16545 1.52181 -3.57632  0.017
H -3.50985 2.99953 -2.51406  0.047
H -6.81495 1.17287 -1.30567  0.012
H -5.90447 1.96197 -0.10293  0.013
H -6.21066 0.21559 -0.06459  0.031
H -5.92312 -0.71198 -3.42283  0.042
H -5.14174 -1.75328 -2.37790  -0.023
H -4.13683 -1.19804 -3.67394  0.052
N -2.47712 0.11757 2.68806  -0.011
C -2.97504 0.64105 3.80535  -0.109
C -1.91085 1.02732 4.58873  -0.079
C -0.75163 0.62898 3.90026  -0.154
N -1.13621 0.05909 2.74203  -0.067
H -2.87760 -0.06173 1.78743  0.076
H -4.06565 0.70656 3.91836  0.126
H -1.93190 1.42700 5.59163  0.092
H 0.28586 0.74953 4.10174  0.090
N -1.31897 -5.40030 -0.87448  0.119
C -0.61926 -4.71775 0.08012  -0.366
C -0.68410 -3.27284 0.04156  -0.096
N -0.17661 -2.52351 1.02442  -0.026
C 0.46839 -3.21841 2.03893  -0.120
C 0.43133 -4.60149 2.08603  -0.123
N -0.07677 -5.33219 1.11199  0.121
H -1.97306 -4.95144 -1.49741  0.097
H -1.56402 -6.37269 -0.62557  0.117
H -1.05640 -2.79251 -0.87653  0.101
H 0.88936 -2.59823 2.78349  0.070
H 0.95432 -5.02029 2.90128  0.096

Atomic forces in eV per Å
Cd 0.3756 0.3629 -0.0866
C -0.4569 2.6037 0.0816
Si 2.0240 -1.8339 0.6750
C -1.2148 -0.6375 -0.7140
C 0.5089 -0.6316 -1.5380
C 0.4673 -0.2526 -0.2955
C -2.6045 1.5944 1.8502
C 1.4476 -0.6383 0.2291
C -1.4239 -0.3431 0.5247
C 0.5586 0.5856 -0.1166
C 0.5857 0.4272 -0.3975
N 1.5028 -1.1773 -2.0365
Si 1.6742 0.8289 0.0750
C 0.8046 1.8827 0.0303
C -1.7337 -1.1993 -0.1725
C 0.6526 -0.6255 -0.8230
H -0.2314 -0.0125 -0.2483
H -1.0945 -0.3330 -0.1623
H 1.4453 -1.7929 0.4564
H -0.0872 0.0580 0.3914
H 0.1434 1.4340 0.6200
H 0.2990 0.1661 -0.2049
H 0.0736 0.1715 0.0934
H -0.8646 -0.2099 0.5374
H -0.2642 0.4600 0.5702
H -0.6830 -0.2816 -0.5226
H 0.0332 -0.0899 -0.1723
H 0.0316 0.6513 0.5865
H -0.2376 -0.2326 0.3449
H -0.7377 -0.7989 -0.1063
H -0.1352 -0.3440 0.1662
H 0.0489 -0.3555 -0.1213
H 1.6229 0.6192 -0.6863
H 0.0546 0.0987 -0.0016
H -0.1649 -0.2193 0.2094
H -0.2557 0.1008 0.2623
H -0.8434 -0.2137 1.0151
H -0.7941 0.3919 -0.3220
C -1.0992 -0.3967 -0.3907
Si -0.0768 0.5478 -0.5880
C -0.0851 -1.6261 -0.8420
C -0.5398 2.3692 -1.9203
C -0.3077 -0.0931 0.3941
C 1.1764 -0.2420 0.5616
H -0.5149 0.7450 -0.0405
H 1.0041 0.0886 0.2090
H -0.1564 -0.9996 -0.0936
H -0.6380 0.2603 -0.6015
H 0.5044 0.8081 0.6061
H 0.2668 0.1321 0.2474
H 1.0646 -0.0670 -0.0999
H -0.2059 -2.0264 1.6899
H -0.8048 0.5979 0.6328
N 1.5819 -0.2723 0.6854
C -1.2118 0.5386 0.0499
C 0.3836 -0.2346 0.9871
C -1.9583 -0.6332 -1.4402
N 0.6879 0.6073 0.1300
H -0.5311 -0.3016 -0.5272
H 0.7635 0.1542 0.1373
H -0.1876 0.0931 -0.1600
H 0.4343 -0.0129 0.2659
N 0.0910 -1.8843 0.1988
C -1.2437 2.0838 0.5206
C 0.9228 -0.2119 0.2863
N 0.7119 -2.1835 -0.2210
C -2.0013 0.3874 -1.6057
C 0.7046 2.2753 -0.6995
N -0.4565 -1.1930 -0.5216
H 0.2838 0.2350 0.2976
H 0.3842 0.9975 -0.3343
H -0.1227 0.0619 0.7196
H 0.3980 0.2676 0.7702
H 0.2506 -1.0863 0.7052

## Properties
M, g/mol: 609.3
Gap between HOMO and LUMO, eV: 8.01
HOMO energy, hartree: -0.2862
Relative energy (zero: lowest compared OMol25 entry of this formula, charge and spin), kJ/mol: 168.9
Lowest unoccupied orbital energy, eV: 0.2

=====

How do the records compare in DFT total energy? In the order shown, they have -28849.39281; -33965.85196; -62674.53518 eV.